# 1
# C28H33F2IN3O5S

3 unconnected molecules or ions with the total composition C28H33F2IN3O5S (ωB97M-V with the def2-TZVPD basis set, OMol25).

As for the HOMO energy: -11.14 eV. For the electronic energy, the calculation gives -2522.5406 hartree. The LUMO energy comes out at -0.1724 Ha. The spin multiplicity is 1. The calculation puts the frontier orbital gap at 6.4471 eV. The charge is +1.

Geometry (Å):
C -2.8293 -6.2674 -1.3090
C -2.0998 -4.9251 -1.1318
N -2.4282 -4.2593 0.1410
C -1.5272 -3.0856 0.3248
C -2.2826 -1.7267 0.4474
C -1.4920 -0.6813 -0.2869
C -1.7346 -0.4369 -1.6002
I -3.2356 -1.3883 -2.7171
N -1.0003 0.4489 -2.2464
C -0.0260 1.1474 -1.6792
S 0.8489 2.2411 -2.7784
C 0.2504 1.0054 -0.3636
C 1.3366 1.7572 0.4041
N 1.5368 3.1656 0.0891
C -0.5079 0.0664 0.3247
C -0.2984 -0.1749 1.8047
O -0.4580 0.6914 2.6304
O 0.0406 -1.4496 2.1511
C 1.4743 -1.6561 2.2502
C 1.6782 -3.1452 2.4810
O 2.6253 -3.6416 1.5179
C 2.6952 -5.0121 1.5661
O 3.6707 -5.5871 1.1699
C -2.0946 -5.1354 1.2400
C -2.8881 -4.9407 2.5129
O -1.2085 -5.9565 1.1867
H -3.7515 -6.3364 -0.7404
H -2.1590 -7.0534 -0.9762
H -2.9915 -6.4409 -2.3689
H -2.3800 -4.2799 -1.9588
H -1.0307 -5.1333 -1.2101
H -0.9021 -3.0235 -0.5669
H -0.8485 -3.2348 1.1506
H -3.2867 -1.8036 0.0519
H -2.3538 -1.4867 1.5062
H -1.1854 0.5928 -3.2338
H 1.6205 1.3334 -3.4138
H 2.2591 1.1806 0.3471
H 1.0337 1.7190 1.4454
H 2.2757 3.2081 -0.5994
H 0.7314 3.5706 -0.3723
H 1.8448 -1.1168 3.1176
H 1.9334 -1.3475 1.3126
H 0.7372 -3.6779 2.3597
H 2.0459 -3.3411 3.4861
H 1.8322 -5.5712 1.9548
H -3.2160 -5.8852 2.9268
H -2.2023 -4.5064 3.2421
H -3.6988 -4.2396 2.3433
F -1.6849 4.6647 -1.4618
C -2.9640 4.2642 -1.6402
C -3.2276 2.9146 -1.7325
C -4.5330 2.4849 -1.9097
C -5.5578 3.4162 -1.9992
C -5.2734 4.7734 -1.9096
C -3.9671 5.2051 -1.7239
H -2.4168 2.2143 -1.6622
H -4.7524 1.4256 -1.9752
H -6.5778 3.0851 -2.1387
H -6.0714 5.4989 -1.9838
H -3.7277 6.2568 -1.6430
F 4.4058 3.2721 -0.7695
C 5.3102 4.1267 -0.2203
C 5.4025 4.2089 1.1524
C 6.3287 5.0780 1.7097
C 7.1367 5.8535 0.8897
C 7.0231 5.7575 -0.4901
C 6.1054 4.8833 -1.0538
H 4.7571 3.6014 1.7734
H 6.4190 5.1500 2.7848
H 7.8553 6.5331 1.3272
H 7.6495 6.3640 -1.1296
H 6.0068 4.7875 -2.1272



# 2
# C28H33FeN9O2

A molecular structure, C28H33FeN9O2 (ωB97M-V with the def2-TZVPD basis set, OMol25).

As for the HOMO energy (alpha / beta): -12.64 / -12.61 eV. For the electronic energy, the calculation gives -2993.4089 hartree. The LUMO energy (alpha / beta) comes out at -0.1845 / -0.1837 Ha. The spin multiplicity is 1. The calculation puts the frontier orbital gap (alpha / beta) at 7.6187 / 7.6053 eV. The charge is +2.

Geometry (Å):
Fe -0.0709 1.0142 1.0796
C -3.1790 4.4170 2.1622
N -3.5256 3.0363 2.4809
C -4.8132 2.7475 3.1069
C -2.6243 2.0716 2.2085
N -1.4755 2.2825 1.6404
N -3.0018 0.7919 2.5920
C -2.3153 -0.3939 2.4140
N -2.9175 -1.4638 2.9794
N -1.2027 -0.4490 1.7667
H -3.9945 5.0629 2.4684
H -3.0303 4.5508 1.0883
H -2.2803 4.7320 2.6969
H -5.3866 3.6663 3.1584
H -4.6978 2.3817 4.1310
H -5.3967 2.0378 2.5167
H -1.3524 3.2516 1.3806
H -3.8441 0.7297 3.1367
H -3.8319 -1.4154 3.3916
H -2.5168 -2.3783 2.8673
H -0.8214 -1.3877 1.7211
N 1.6466 1.7469 -1.4620
C 0.4117 1.2270 -1.8162
C 0.1706 0.9831 -3.1749
C -1.0500 0.4887 -3.5603
C -2.0281 0.2609 -2.5912
C -1.7083 0.5166 -1.2834
N -0.5012 0.9659 -0.8840
C 2.0000 2.5076 -0.3590
C 3.1569 3.2914 -0.4426
C 3.5134 4.0726 0.6302
C 2.7115 4.0745 1.7710
C 1.6017 3.2695 1.7734
N 1.2468 2.4845 0.7373
H 2.2794 1.8439 -2.2392
H 0.9388 1.2018 -3.9047
H -1.2534 0.2988 -4.6055
H -3.0088 -0.1082 -2.8517
H -2.4196 0.3440 -0.4875
H 3.7462 3.2883 -1.3501
H 4.4010 4.6885 0.5798
H 2.9498 4.6800 2.6322
H 0.9500 3.2180 2.6374
C 6.4311 -1.8746 -1.9037
O 5.9926 -1.8088 -0.5500
C 6.3689 -2.8125 0.2751
C 7.1760 -3.8848 -0.0834
C 7.4869 -4.8616 0.8551
C 7.0072 -4.7897 2.1527
C 6.1960 -3.7251 2.5144
C 5.8753 -2.7555 1.5820
N 5.0642 -1.6370 1.9719
C 3.8533 -1.3270 1.5774
C 2.9449 -2.0152 0.7569
C 3.1435 -3.3180 0.2192
C 2.1891 -3.9245 -0.5386
C 0.9823 -3.2419 -0.8003
C 0.7399 -1.9932 -0.2981
C 1.7066 -1.3224 0.5081
O 1.4944 -0.1571 1.0066
H 5.9992 -1.0104 -2.3985
H 6.0750 -2.7875 -2.3847
H 7.5189 -1.8218 -1.9666
H 7.5716 -3.9640 -1.0847
H 8.1206 -5.6870 0.5601
H 7.2598 -5.5511 2.8763
H 5.8014 -3.6445 3.5195
H 5.5081 -0.9783 2.5964
H 3.4910 -0.3789 1.9624
H 4.0595 -3.8474 0.4333
H 2.3478 -4.9180 -0.9322
H 0.2294 -3.7218 -1.4144
H -0.1862 -1.4812 -0.5144



Repeat the first record exactly.
# C28H33F2IN3O5S

3 unconnected molecules or ions with the total composition C28H33F2IN3O5S (ωB97M-V with the def2-TZVPD basis set, OMol25).

As for the HOMO energy: -11.14 eV. For the electronic energy, the calculation gives -2522.5406 hartree. The LUMO energy comes out at -0.1724 Ha. The spin multiplicity is 1. The calculation puts the frontier orbital gap at 6.4471 eV. The charge is +1.

Geometry (Å):
C -2.8293 -6.2674 -1.3090
C -2.0998 -4.9251 -1.1318
N -2.4282 -4.2593 0.1410
C -1.5272 -3.0856 0.3248
C -2.2826 -1.7267 0.4474
C -1.4920 -0.6813 -0.2869
C -1.7346 -0.4369 -1.6002
I -3.2356 -1.3883 -2.7171
N -1.0003 0.4489 -2.2464
C -0.0260 1.1474 -1.6792
S 0.8489 2.2411 -2.7784
C 0.2504 1.0054 -0.3636
C 1.3366 1.7572 0.4041
N 1.5368 3.1656 0.0891
C -0.5079 0.0664 0.3247
C -0.2984 -0.1749 1.8047
O -0.4580 0.6914 2.6304
O 0.0406 -1.4496 2.1511
C 1.4743 -1.6561 2.2502
C 1.6782 -3.1452 2.4810
O 2.6253 -3.6416 1.5179
C 2.6952 -5.0121 1.5661
O 3.6707 -5.5871 1.1699
C -2.0946 -5.1354 1.2400
C -2.8881 -4.9407 2.5129
O -1.2085 -5.9565 1.1867
H -3.7515 -6.3364 -0.7404
H -2.1590 -7.0534 -0.9762
H -2.9915 -6.4409 -2.3689
H -2.3800 -4.2799 -1.9588
H -1.0307 -5.1333 -1.2101
H -0.9021 -3.0235 -0.5669
H -0.8485 -3.2348 1.1506
H -3.2867 -1.8036 0.0519
H -2.3538 -1.4867 1.5062
H -1.1854 0.5928 -3.2338
H 1.6205 1.3334 -3.4138
H 2.2591 1.1806 0.3471
H 1.0337 1.7190 1.4454
H 2.2757 3.2081 -0.5994
H 0.7314 3.5706 -0.3723
H 1.8448 -1.1168 3.1176
H 1.9334 -1.3475 1.3126
H 0.7372 -3.6779 2.3597
H 2.0459 -3.3411 3.4861
H 1.8322 -5.5712 1.9548
H -3.2160 -5.8852 2.9268
H -2.2023 -4.5064 3.2421
H -3.6988 -4.2396 2.3433
F -1.6849 4.6647 -1.4618
C -2.9640 4.2642 -1.6402
C -3.2276 2.9146 -1.7325
C -4.5330 2.4849 -1.9097
C -5.5578 3.4162 -1.9992
C -5.2734 4.7734 -1.9096
C -3.9671 5.2051 -1.7239
H -2.4168 2.2143 -1.6622
H -4.7524 1.4256 -1.9752
H -6.5778 3.0851 -2.1387
H -6.0714 5.4989 -1.9838
H -3.7277 6.2568 -1.6430
F 4.4058 3.2721 -0.7695
C 5.3102 4.1267 -0.2203
C 5.4025 4.2089 1.1524
C 6.3287 5.0780 1.7097
C 7.1367 5.8535 0.8897
C 7.0231 5.7575 -0.4901
C 6.1054 4.8833 -1.0538
H 4.7571 3.6014 1.7734
H 6.4190 5.1500 2.7848
H 7.8553 6.5331 1.3272
H 7.6495 6.3640 -1.1296
H 6.0068 4.7875 -2.1272



- Number 1 is which compound?
  C28H33F2IN3O5S